Record 1
Molecular formula: H16O8
Method: DFT, the ωB97M-V functional and the def2-TZVPD basis

- energy relative to the best compared isomer or geometry (same formula, charge and spin) (eV) = 2.9686
- SMILES string = O.O.O.O.O.O.O.O

Each line ends with the Mulliken charge.
Atoms and positions in Å:
O (-0.14527, -0.79456, 1.07590)  -0.57
O (-2.09650, -0.84031, -4.25224)  -0.64
O (0.74619, 3.44578, 2.29347)  -0.62
O (-2.86328, -2.82721, 2.76274)  -0.61
O (1.17413, 1.35121, -3.86443)  -0.62
O (-2.21776, 0.39373, 3.40908)  -0.60
O (0.75816, 1.50463, -0.53052)  -0.61
O (4.75115, -2.24458, -0.61458)  -0.64
H (-0.57876, -0.02505, 0.68998)  0.28
H (0.24959, 1.62357, -3.87125)  0.32
H (-2.56571, -3.73330, 2.90221)  0.30
H (0.72437, 2.00247, -1.35514)  0.29
H (5.15488, -1.53023, -1.12023)  0.32
H (-2.68090, -0.37616, 3.06014)  0.30
H (-1.69434, -1.18833, -5.05606)  0.33
H (-1.44215, -1.01727, -3.56704)  0.31
H (-2.45989, 1.10604, 2.80661)  0.29
H (0.33998, 4.31786, 2.23464)  0.31
H (-0.09303, 1.68188, -0.11453)  0.29
H (-2.90301, -2.73841, 1.80382)  0.31
H (0.64238, -0.91640, 0.53391)  0.30
H (0.20831, 2.97991, 2.94358)  0.32
H (4.95249, -3.03656, -1.12567)  0.32
H (1.29123, 0.94049, -3.00038)  0.31

=====

Record 2
Molecular formula: C22H66B2Ca2F10O11
Method: DFT, the ωB97M-V functional and the def2-TZVPD basis

- energy relative to the best compared isomer or geometry (same formula, charge and spin) (eV) = 1.6486

Each line ends with the Mulliken charge.
Atoms and positions in Å:
Ca (0.61579, 0.47892, -0.09566)  0.68
Ca (1.15856, 3.81346, -1.55909)  1.16
F (1.37609, 2.56613, 0.47310)  -0.19
F (0.41709, 1.70437, -2.10226)  0.00
F (4.68982, 4.62974, -3.13815)  -0.35
F (3.48586, 3.57947, -1.37106)  -0.40
F (-1.82606, -0.21781, 0.25344)  0.64
F (-2.39516, 1.66337, -0.92215)  -0.38
F (2.54714, 4.01007, -3.33569)  -0.50
F (3.94145, 2.38578, -3.13734)  -0.33
F (-1.20549, 1.71885, 0.99801)  -0.78
F (-3.40996, 1.10533, 1.06532)  -0.33
O (-2.34572, -2.90734, -0.42569)  -0.14
O (0.68556, -0.68722, 1.91625)  1.67
O (2.60010, 1.83643, -6.60879)  -0.61
O (-3.55604, 0.95651, 3.74660)  -0.68
O (0.20587, -1.43241, -1.29634)  0.85
O (2.90812, 3.39542, 2.64352)  -0.41
O (-1.15841, 3.96792, -0.85854)  -0.27
O (2.95130, 0.08041, -0.65761)  0.01
O (1.61595, -3.50350, 1.88683)  -0.43
O (-1.41235, 1.90066, -4.45127)  -0.64
O (-3.30295, -1.92887, 1.86741)  -0.37
C (-2.50504, -0.19136, -3.88554)  -0.89
C (-4.03821, -4.04068, 2.63499)  -1.16
C (-4.31951, -4.09730, -1.38111)  -1.50
C (-2.20294, -0.04880, 5.46736)  -1.41
C (3.31906, -1.26901, -0.19461)  -0.25
C (4.04849, 4.10857, 2.49254)  -0.03
C (4.63083, -1.57954, -0.86572)  -1.71
C (0.73328, -1.74170, -2.59245)  1.02
C (-2.33137, 0.36239, 3.98556)  1.01
C (3.10718, -0.02632, -5.24555)  -0.57
C (0.50958, -4.30025, 2.24679)  -0.27
C (0.25553, -3.16602, -3.00934)  -1.26
C (-3.46063, -2.80647, -1.32916)  0.28
C (2.14282, 1.08408, -5.50406)  0.56
C (0.00131, -3.60571, 3.61475)  -0.55
C (1.15725, 0.03227, 3.02906)  -0.22
C (4.55304, 4.71234, 3.91616)  -1.25
C (-1.55189, 0.55249, -4.78067)  0.09
C (-3.10987, 4.78542, 0.41201)  -1.01
C (-2.22496, 4.99575, -0.85590)  -0.36
C (-4.01111, -2.51328, 2.89601)  0.06
C (2.61929, 0.15579, 2.79236)  -1.43
B (3.71312, 3.69167, -2.72153)  0.49
B (-2.23710, 1.05747, 0.36976)  0.34
H (4.51309, -1.63480, -1.94793)  0.29
H (0.82588, -0.42205, 3.96281)  0.41
H (-0.23409, -4.23904, 1.45225)  0.06
H (-3.85206, 5.58346, 0.43142)  0.45
H (2.45700, 3.22909, 1.81259)  0.04
H (3.67630, -1.17709, 0.83107)  0.20
H (-1.58378, 1.10807, 3.71504)  0.22
H (2.59225, -2.07859, -0.12805)  0.26
H (-5.04245, -2.16240, 2.93241)  0.38
H (2.29620, -3.63441, 2.55147)  0.26
H (-2.32276, -1.26269, -3.80122)  0.15
H (0.78404, 1.05637, 3.03238)  0.28
H (-5.00383, -4.03317, -2.22708)  0.44
H (-2.51495, 4.85952, 1.32233)  0.27
H (2.95254, 0.42611, 1.79038)  0.08
H (-2.97178, -0.80512, 5.62539)  0.30
H (-2.65122, -2.63396, 0.44238)  0.16
H (-4.53518, -4.30128, 1.70052)  0.11
H (3.75448, 0.60269, -0.71858)  -0.05
H (-4.68439, -4.42070, 3.42629)  0.48
H (-2.84752, 5.07460, -1.74713)  0.35
H (2.71191, -0.73764, -4.52038)  -0.13
H (-0.35944, -2.13971, -0.97736)  -0.59
H (-2.39517, 0.65429, 6.27779)  0.38
H (-3.76532, -5.03400, -1.44094)  0.28
H (3.14083, 2.54678, -6.25580)  0.34
H (4.85326, -2.57450, -0.48016)  0.43
H (-3.58667, 3.80716, 0.35061)  0.17
H (0.81114, -1.62551, 2.07573)  -1.04
H (0.89829, -3.44014, 4.21151)  0.41
H (3.06120, -0.83834, 2.85964)  0.44
H (-0.55518, -2.71236, 3.33126)  -0.22
H (2.96401, 0.89207, 3.51841)  0.39
H (-1.57356, 3.10774, -0.76186)  0.25
H (-0.54147, 0.14508, -4.74638)  -0.25
H (-5.03021, -4.29004, -0.57745)  0.30
H (-2.07213, 0.38312, -5.72341)  0.41
H (4.85612, 3.47325, 2.12900)  0.20
H (5.36116, -0.84384, -0.52888)  0.46
H (0.41300, -0.89830, -3.20416)  -0.66
H (3.86051, 5.53722, 4.08373)  0.29
H (-0.75766, -3.27667, -2.62293)  0.13
H (-1.24279, -0.52193, 5.67314)  0.24
H (4.07823, 0.17276, -4.79220)  0.23
H (4.48263, 4.09843, 4.81407)  0.31
H (-0.66400, -4.19732, 4.24360)  0.38
H (-2.52726, 0.11182, -2.83879)  0.02
H (-0.77165, 2.01429, -3.74543)  0.18
H (0.43762, -3.28055, -4.07790)  0.41
H (-3.14105, -4.65639, 2.69901)  0.22
H (3.18682, -0.69023, -6.10636)  0.38
H (-3.17242, -2.35373, -2.27788)  -0.04
H (2.12565, 1.71002, -4.61187)  -0.19
H (1.81918, -1.65149, -2.56480)  -0.01
H (-3.59371, 1.00959, 2.78881)  0.52
H (1.11260, 0.89476, -5.80555)  0.10
H (-4.00827, -1.90718, -1.04727)  0.30
H (5.55398, 5.12067, 4.05582)  0.36
H (0.79202, -5.34898, 2.33897)  0.33
H (-3.73896, -2.37837, 3.94283)  0.06
H (-1.70714, 5.95289, -0.79370)  0.30
H (-3.49038, -0.00097, -4.31093)  0.52
H (-3.40317, -0.98252, 1.99374)  0.00
H (0.73793, -3.96710, -2.44929)  0.38
H (-2.10408, -0.50304, 3.36309)  -0.55
H (3.95112, 4.81677, 1.66968)  0.29

=====

Record 3
Molecular formula: C19H19F3IrN4O7
Method: DFT, the ωB97M-V functional and the def2-TZVPD basis

- ⟨S²⟩ = 0.9894
- spin multiplicity = 2
- energy relative to the best compared isomer or geometry (same formula, charge and spin) (eV) = 3.7763

Each line ends with the Mulliken charge.
Atoms and positions in Å:
Ir (0.07921, -0.14102, 0.38453)  1.26
F (4.79811, -0.96512, -1.07637)  -0.27
F (3.89051, -2.88832, -1.42707)  -0.25
F (3.63161, -1.29692, -2.85827)  -0.26
O (-0.63949, -1.41812, -1.47247)  -0.99
O (-0.59729, 1.34438, -1.26667)  -0.99
O (-1.13519, 0.28248, -5.83507)  -0.58
O (-1.74129, -2.13602, -4.17527)  -0.63
O (2.14771, 0.13628, -1.04797)  -0.84
O (-1.48079, 2.51148, -3.87917)  -0.63
O (1.83931, -1.80962, -0.03297)  -0.69
N (6.02781, 1.25088, 1.21083)  -0.43
N (1.49521, 0.49668, 1.91913)  -0.43
N (3.89611, 0.84598, 1.83903)  -0.68
N (4.33081, 1.74898, -0.27967)  -0.33
C (-2.54619, 0.95218, 0.95133)  0.29
C (2.42351, -1.05232, -0.80447)  0.96
C (-1.21249, 0.20358, -4.63717)  0.40
C (-2.86349, -0.28482, 0.33753)  1.41
C (-3.79889, -0.47922, -0.79877)  -2.11
C (-2.33899, -2.76862, 0.74783)  -1.80
C (-1.65119, 0.70348, 2.02843)  0.88
C (-1.18249, 1.36148, -3.65017)  0.15
C (-2.16719, -1.32092, 1.02373)  0.63
C (-1.30799, -1.06762, -3.81187)  0.09
C (-0.77439, -1.44802, 3.21943)  -1.88
C (-1.24369, 1.72018, 3.03433)  -1.89
C (3.68401, -1.58252, -1.55137)  0.61
C (-0.86439, -0.68672, -2.44707)  0.67
C (2.63941, 0.69568, 1.78813)  0.75
C (-1.39749, -0.71762, 2.07483)  0.96
C (-0.83079, 0.76178, -2.34167)  0.90
C (-3.06369, 2.28188, 0.54523)  -1.86
C (4.71891, 1.24798, 0.90233)  0.69
H (-2.10439, 1.99458, 3.64793)  0.43
H (-2.39809, 2.72448, -0.19907)  0.34
H (3.39081, 1.53818, -0.61027)  0.16
H (-4.81699, -0.62322, -0.42937)  0.41
H (-0.88799, 2.62238, 2.54013)  0.44
H (-1.91289, -3.01542, -0.22557)  0.33
H (-3.11109, 2.95558, 1.39703)  0.42
H (-3.39819, -3.02192, 0.71203)  0.38
H (-0.42209, -2.42792, 2.90863)  0.44
H (-4.05099, 2.19218, 0.09803)  0.42
H (-1.51859, -1.57852, 4.00663)  0.36
H (0.06811, -0.89242, 3.62313)  0.36
H (-3.80189, 0.39498, -1.44727)  0.49
H (5.02061, 1.90858, -0.99647)  0.26
H (-0.45929, 1.33618, 3.67783)  0.36
H (6.71761, 1.32428, 0.48483)  0.22
H (-3.52939, -1.35882, -1.37937)  0.42
H (6.29681, 0.82398, 2.08003)  0.25
H (-1.84709, -3.37872, 1.49823)  0.42

=====

Record 4
Molecular formula: C6H16O2
Method: DFT, the ωB97M-V functional and the def2-TZVPD basis

- ⟨S²⟩ = 0.7543
- spin multiplicity = 2
- charge = +1
- energy relative to the best compared isomer or geometry (same formula, charge and spin) (eV) = 2.2215

Each line ends with the Mulliken charge.
Atoms and positions in Å:
O (0.85144, -3.36308, -2.83088)  -0.63
O (-2.91041, -0.44337, 1.91405)  -0.20
C (1.83395, -0.06979, 0.02032)  -1.90
C (1.08139, 1.66380, -1.53302)  -1.42
C (0.62445, 0.41758, -0.78257)  1.04
C (-0.73120, -0.03333, 1.47777)  -0.45
C (-0.61992, 0.68541, 0.10164)  -0.92
C (-1.90936, 0.40876, 2.38047)  -0.35
H (1.62223, -0.86705, 0.70754)  0.48
H (-2.20336, 1.44447, 2.13687)  0.36
H (2.16818, 1.77714, -1.56321)  0.34
H (-0.69762, 1.77583, 0.20639)  0.41
H (0.73267, 1.86670, -2.55697)  0.36
H (2.48092, 0.62205, 0.57111)  0.41
H (-0.00942, -3.59187, -2.47780)  0.31
H (-3.67815, -0.08385, 1.40711)  0.43
H (-1.93355, 0.17309, 3.46475)  0.29
H (0.35272, -0.25886, -1.61434)  0.16
H (1.57393, -3.61770, -2.24144)  0.32
H (2.60315, -0.47939, -0.64899)  0.45
H (0.23509, 0.17542, 1.97456)  0.52
H (-1.50601, 0.32868, -0.44564)  0.32
H (-0.80773, -1.08399, 1.25616)  0.35
H (0.84662, 2.55336, -0.92389)  0.32